No. 1
18
Properties=species:S:1:pos:R:3:mulliken_charge:R:1 method="wB97M-V/def2-TZVPD" homo_ha="-0.1371 / -0.3482" lumo_ha="0.035 / -0.057" multiplicity=3 s_squared=2.01 gap_ev="4.682 / 7.935" relative_energy_kcal_mol=64.41 charge=0
C 0.440 -1.214 -0.267 -0.864
C -0.041 -1.887 -1.548 -0.811
C 0.184 1.898 -0.853 -0.550
C 0.294 -0.172 2.294 -1.147
N -0.378 1.591 0.459 -0.534
O -1.925 -0.431 0.692 -0.746
S -0.505 -0.131 0.566 1.056
H 1.404 -0.857 -0.354 0.541
H -1.120 -1.725 -1.489 0.278
H 0.393 -1.445 -2.409 0.336
H 0.235 -2.907 -1.662 0.338
H 0.512 0.951 -1.371 -0.008
H -0.517 2.231 -1.631 0.333
H 1.162 2.391 -0.768 0.303
H -0.148 0.761 2.665 0.377
H 0.013 -1.085 2.745 0.404
H 1.383 0.095 2.241 0.348
H -1.386 1.935 0.689 0.347



No. 2
18
Properties=species:S:1:pos:R:3:mulliken_charge:R:1 method="wB97M-V/def2-TZVPD" homo_ha=-0.9236 lumo_ha=-0.712 gap_ev=5.755 relative_energy_kcal_mol=47.21 charge=+3
Tl -0.001 2.136 1.506 1.401
C 1.514 -0.823 -1.318 -1.298
C 0.442 0.066 -0.578 0.277
C -0.116 -0.591 0.688 -0.654
O -1.004 0.218 1.382 -0.333
C -2.368 0.053 0.984 -0.570
N 1.149 1.281 -0.207 -0.393
H 1.967 -0.324 -2.175 0.478
H 1.024 -1.696 -1.751 0.404
H 2.277 -1.215 -0.646 0.486
H -0.448 0.434 -1.089 0.340
H 0.702 -0.951 1.312 0.430
H -0.498 -1.559 0.363 0.511
H -3.059 0.125 1.824 0.279
H -2.526 -0.874 0.433 0.386
H -2.515 0.881 0.291 0.410
H 1.359 1.812 -1.040 0.419
H 2.099 1.026 0.020 0.427



No. 3
17
Properties=species:S:1:pos:R:3:mulliken_charge:R:1 method="wB97M-V/def2-TZVPD" homo_ha=-0.5058 lumo_ha=-0.133 smiles=[NH3+]C1(P)CCC1 gap_ev=10.156 relative_energy_kcal_mol=51.10 charge=+1
N 0.458 -1.580 0.012 -0.423
C 0.386 -0.040 -0.246 0.247
P 2.050 0.283 -1.146 -0.050
C -0.024 0.586 1.213 -0.699
C -1.494 0.491 0.668 -0.406
C -1.008 0.301 -0.851 -0.975
H 0.718 -1.880 1.006 0.362
H 1.124 -1.995 -0.707 0.412
H -0.592 -1.881 -0.137 0.386
H 2.649 1.040 -0.238 0.067
H 1.729 1.337 -1.905 0.076
H 0.502 1.642 1.180 0.311
H 0.152 -0.014 2.055 0.372
H -1.947 -0.495 0.959 0.222
H -2.142 1.394 0.867 0.365
H -1.416 -0.492 -1.435 0.388
H -1.145 1.302 -1.294 0.345



No. 4
17
Properties=species:S:1:pos:R:3:mulliken_charge:R:1 method="wB97M-V/def2-TZVPD" homo_ha=-0.4767 lumo_ha=-0.219 gap_ev=7.007 relative_energy_kcal_mol=112.51 charge=+1
C -0.891 -0.406 0.346 -0.525
C 0.800 0.380 0.840 0.450
C 0.936 1.870 0.732 -1.164
C -1.346 -1.137 -1.939 -0.786
N -1.752 -0.364 -0.757 -0.221
P 1.844 -0.640 1.725 -0.011
H -0.308 -1.393 0.436 0.284
H -1.423 0.050 1.113 0.440
H 2.033 2.031 0.548 0.404
H 0.591 2.317 1.601 0.388
H 0.290 2.306 -0.096 0.290
H -2.212 -1.642 -2.141 0.333
H -1.002 -0.348 -2.765 0.270
H -0.575 -1.883 -1.592 0.278
H -2.334 0.364 -1.066 0.256
H 2.883 0.200 2.039 0.112
H 2.468 -1.705 0.978 0.202



No. 5
17
Properties=species:S:1:pos:R:3:mulliken_charge:R:1 method="wB97M-V/def2-TZVPD" homo_ha=-0.5079 lumo_ha=-0.138 smiles=[NH3+]C1(P)CCC1 gap_ev=10.060 relative_energy_kcal_mol=53.14 charge=+1
N 0.873 -1.559 0.172 -0.220
C 0.427 -0.158 -0.007 -0.017
P 1.832 1.113 -0.211 0.032
C -0.463 0.115 1.159 -0.993
C -1.417 0.847 0.174 -0.726
C -0.791 0.149 -0.941 -0.360
H 0.997 -2.015 -0.810 0.378
H 0.174 -2.164 0.562 0.365
H 1.766 -1.619 0.767 0.409
H 0.891 2.068 -0.258 0.068
H 2.050 0.874 -1.731 0.101
H -0.095 0.687 1.941 0.373
H -0.897 -0.722 1.655 0.367
H -2.491 0.848 0.237 0.395
H -1.180 1.966 0.285 0.209
H -1.278 -0.891 -0.995 0.284
H -0.395 0.463 -1.997 0.335



No. 6
17
Properties=species:S:1:pos:R:3:mulliken_charge:R:1 method="wB97M-V/def2-TZVPD" homo_ha="-0.4342 / -0.4824" lumo_ha="-0.191 / -0.162" gap_ev="6.625 / 8.712" relative_energy_kcal_mol=98.08 charge=+1
C -0.588 0.764 -0.063 -1.035
C 0.449 0.419 -1.111 -0.615
C -1.750 -1.356 0.260 -0.507
C 2.544 -0.027 0.905 -0.961
N -1.872 -0.021 -0.168 -0.149
P 1.745 -0.830 -0.639 0.149
H -0.039 0.687 0.831 0.487
H -0.896 1.749 -0.056 0.431
H -0.099 0.165 -1.975 0.406
H 0.922 1.429 -1.250 0.356
H -2.378 -2.067 -0.352 0.289
H -1.005 -1.568 1.078 0.337
H 3.259 0.704 0.645 0.345
H 2.893 -0.943 1.323 0.300
H 1.730 0.440 1.348 0.356
H -2.599 0.527 0.382 0.386
H -2.316 -0.072 -1.158 0.427



No. 7
17
Properties=species:S:1:pos:R:3:mulliken_charge:R:1 method="wB97M-V/def2-TZVPD" homo_ha="-0.3872 / -0.5394" lumo_ha="-0.151 / -0.272" multiplicity=3 s_squared=2.01 gap_ev="6.413 / 7.275" relative_energy_kcal_mol=65.77 charge=+1
C -1.749 -0.663 1.964 -0.456
C -0.508 -1.117 1.894 -0.254
C 0.199 1.423 -1.544 -1.018
C 1.043 0.223 -1.274 -0.079
N 0.367 -1.192 -1.270 -0.308
P 0.995 -0.762 0.439 0.322
H -2.178 -0.069 1.180 0.226
H -2.348 -1.113 2.647 0.320
H -0.002 -1.842 2.460 0.321
H -0.790 1.352 -1.018 0.280
H 0.106 1.631 -2.664 0.345
H 0.794 2.265 -1.094 0.311
H 2.019 0.325 -1.833 0.398
H 0.887 0.907 1.499 -0.333
H 0.599 -1.805 -2.055 0.316
H -0.640 -0.943 -1.252 0.329
H 1.206 1.379 1.922 0.279



No. 8
18
Properties=species:S:1:pos:R:3:mulliken_charge:R:1 method="wB97M-V/def2-TZVPD" homo_ha=-0.4931 lumo_ha=-0.126 smiles=[NH3+][C@H]1CSC[C@@H]1P gap_ev=9.990 relative_energy_kcal_mol=23.99 charge=+1
N 0.801 -1.759 -0.151 -0.219
C 0.853 -0.285 -0.130 -0.647
C 0.211 0.036 -1.510 -0.803
S -1.461 -0.546 -1.247 -0.132
C -1.535 0.300 0.420 -0.514
C -0.026 0.286 0.952 -0.330
P 0.682 2.017 1.205 0.009
H 1.260 -2.128 -1.061 0.369
H -0.215 -1.826 -0.409 0.316
H 1.181 -2.422 0.627 0.349
H 1.844 0.082 -0.115 0.513
H 0.216 1.049 -1.801 0.385
H 0.637 -0.500 -2.303 0.479
H -2.328 -0.172 1.155 0.342
H -1.820 1.348 0.190 0.315
H 0.026 -0.378 1.865 0.444
H -0.177 2.288 2.206 0.078
H -0.149 2.609 0.106 0.049



No. 9
18
Properties=species:S:1:pos:R:3:mulliken_charge:R:1 method="wB97M-V/def2-TZVPD" homo_ha="-0.4637 / -0.4637" lumo_ha="-0.189 / -0.189" smiles="CC(=[PH]=S)[NH+](C)C" gap_ev="7.478 / 7.478" relative_energy_kcal_mol=57.84 charge=+1
C -0.685 -1.577 -0.317 -1.228
C -0.759 -0.085 -0.410 0.214
P -2.198 0.630 0.140 0.180
S -3.960 -0.169 0.205 -0.228
N 0.422 0.670 -0.109 0.127
C 0.916 0.416 1.217 -1.064
C 1.604 0.394 -1.013 -0.770
H -0.588 -1.839 0.837 0.344
H -1.680 -2.113 -0.624 0.376
H 0.128 -2.085 -0.836 0.337
H -2.319 2.029 -0.207 0.120
H 0.243 1.691 -0.105 0.410
H 1.144 -0.720 1.299 0.443
H 1.859 1.052 1.425 0.403
H 0.178 0.655 2.101 0.293
H 2.166 1.376 -1.224 0.317
H 2.216 -0.318 -0.410 0.352
H 1.313 -0.008 -1.968 0.373



No. 10
17
Properties=species:S:1:pos:R:3:mulliken_charge:R:1 method="wB97M-V/def2-TZVPD" homo_ha=-0.2626 lumo_ha=-0.058 gap_ev=5.578 relative_energy_kcal_mol=188.33 charge=0
C -1.297 1.747 0.986 -0.879
N -0.878 1.479 -0.369 -0.382
C -1.000 0.062 -0.090 -0.477
C 1.455 -0.638 -1.090 -1.041
S 1.483 -2.337 -1.628 -0.225
C -0.329 -0.804 0.966 -0.751
H -2.327 1.359 1.303 0.330
H -0.607 1.442 1.807 0.302
H -1.415 2.787 1.259 0.364
H 0.176 1.467 -0.628 0.389
H -1.062 -0.494 -1.006 0.594
H 1.128 -0.053 -1.893 0.432
H 2.463 -0.398 -0.671 0.375
H 2.750 -2.206 -2.386 0.118
H -0.387 -1.962 0.445 0.187
H 0.769 -0.554 1.018 0.323
H -0.925 -0.897 1.979 0.340



No. 11
17
Properties=species:S:1:pos:R:3:mulliken_charge:R:1 method="wB97M-V/def2-TZVPD" homo_ha=-0.2304 lumo_ha=-0.057 gap_ev=4.717 relative_energy_kcal_mol=120.10 charge=0
C -0.155 0.895 -0.202 -0.813
C -0.688 -0.210 -1.630 -0.375
C 0.601 0.310 -1.562 0.041
S 2.887 -0.471 0.791 -0.737
C -0.278 -0.153 0.907 -0.504
N -1.661 -0.449 1.269 -0.571
H 0.669 1.512 0.167 0.389
H -1.051 1.514 -0.261 0.608
H -0.852 -1.276 -1.499 0.248
H -1.523 0.349 -2.026 0.245
H 1.523 -0.123 -1.156 0.119
H 0.739 1.136 -2.254 0.220
H 3.339 -1.375 1.670 -0.004
H 0.201 -1.049 0.563 0.401
H 0.250 0.208 1.790 0.345
H -1.723 -1.146 1.995 0.217
H -2.278 0.327 1.437 0.169



No. 12
17
Properties=species:S:1:pos:R:3:mulliken_charge:R:1 method="wB97M-V/def2-TZVPD" homo_ha="-0.1617 / -0.3267" lumo_ha="0.037 / -0.099" multiplicity=3 s_squared=2.00 gap_ev="5.395 / 6.194" relative_energy_kcal_mol=65.88 charge=0
C 1.781 1.096 -0.826 -1.082
C -0.463 -1.780 0.769 -0.989
C 1.207 0.367 0.338 -0.404
C -0.358 -0.516 -0.071 -0.374
N -1.335 0.536 0.024 -0.272
S -2.951 0.314 -0.534 -0.275
H 2.268 2.043 -0.579 0.330
H 2.417 0.439 -1.431 0.299
H 0.925 1.435 -1.458 0.265
H 0.511 -1.776 1.448 0.235
H -1.263 -1.368 1.546 0.226
H -0.776 -2.710 0.443 0.369
H 1.659 -0.546 0.672 0.344
H 0.959 1.024 1.227 0.255
H -0.080 -0.603 -1.067 0.574
H -1.508 0.859 0.964 0.331
H -2.993 1.185 -1.466 0.168